Record 1
{
  "formula": "C32H58N3O2P2Sn",
  "method": "ωB97M-V/def2-TZVPD",
  "lumo_energy_ev": -2.8,
  "homo_lumo_gap_ha": 0.216,
  "mol_weight_g_mol": 697.5,
  "multiplicity": 1,
  "homo_energy_ev": -8.63,
  "charge": 1,
  "elements": ["C", "C", "C", "C", "C", "H", "H", "H", "N", "P", "P", "C", "H", "H", "C", "H", "C", "C", "C", "C", "C", "H", "H", "H", "C", "H", "H", "H", "C", "H", "H", "H", "C", "H", "H", "H", "C", "H", "H", "H", "C", "H", "H", "H", "C", "H", "H", "H", "C", "H", "H", "H", "C", "H", "H", "H", "C", "H", "H", "H", "C", "H", "H", "H", "C", "H", "H", "H", "Sn", "C", "O", "N", "C", "C", "C", "C", "C", "H", "H", "H", "H", "H", "H", "H", "H", "H", "C", "N", "C", "C", "O", "H", "H", "H", "H", "H", "H", "H"],
  "coordinates": [[-2.38209, 1.56908, -1.71511], [-1.83651, -0.67434, -1.92158], [-3.38243, 1.45020, -2.68369], [-2.93639, -0.91173, -2.76762], [-3.70611, 0.17903, -3.17790], [-3.88694, 2.36277, -2.99986], [-3.10104, -1.92684, -3.13151], [-4.52482, 0.05783, -3.88395], [-1.74410, 0.49228, -1.24629], [-1.01078, 2.96252, 0.35190], [-0.48803, -3.14769, -0.39443], [-1.99082, 2.95221, -1.21024], [-1.41609, 3.50435, -1.97864], [-2.91765, 3.52877, -1.07611], [-0.65627, -1.61068, -1.91281], [-0.76344, -2.25914, -2.79363], [0.45594, -4.61003, -1.12134], [-1.02394, -3.39269, 1.39773], [0.49992, 4.03377, 0.05326], [-2.26421, 3.65227, 1.60203], [1.94599, -4.32216, -0.86133], [2.16696, -4.29698, 0.21452], [2.55340, -5.12755, -1.30202], [2.26580, -3.36793, -1.30180], [0.08034, -5.97300, -0.50641], [0.36010, -6.09625, 0.54220], [-0.98813, -6.19025, -0.62133], [0.63476, -6.73996, -1.06928], [0.16619, -4.78394, -2.62778], [0.93980, -5.43750, -3.05906], [-0.79830, -5.29031, -2.77958], [0.15689, -3.85541, -3.20591], [0.10359, -4.00816, 2.23657], [0.98178, -3.34709, 2.26097], [-0.26181, -4.13490, 3.26798], [0.43060, -4.98876, 1.88041], [-1.42532, -2.07187, 2.08581], [-0.53549, -1.47306, 2.35182], [-2.08809, -1.45842, 1.46323], [-1.94664, -2.29167, 3.02918], [-2.25796, -4.29765, 1.28011], [-1.99303, -5.32346, 0.99758], [-2.77376, -4.32689, 2.24994], [-2.95679, -3.90530, 0.52565], [-1.57038, 3.91933, 2.94815], [-2.34229, 4.13717, 3.70438], [-0.97779, 3.06761, 3.31005], [-0.91853, 4.80400, 2.89418], [-3.37529, 2.59728, 1.76123], [-3.84290, 2.35370, 0.79712], [-3.02558, 1.67173, 2.24040], [-4.16204, 3.02240, 2.40301], [-2.91029, 4.95705, 1.10876], [-3.53217, 5.34949, 1.92830], [-2.17523, 5.72882, 0.85203], [-3.57126, 4.79847, 0.24756], [1.26230, 3.45285, -1.15021], [0.66596, 3.50530, -2.07251], [2.16786, 4.05874, -1.31045], [1.57830, 2.40974, -0.99032], [1.42183, 4.01881, 1.29221], [1.78412, 3.00876, 1.53517], [2.29212, 4.65812, 1.07065], [0.92436, 4.42792, 2.18215], [0.10027, 5.48191, -0.26342], [-0.64475, 5.54889, -1.06883], [-0.26361, 6.01484, 0.62524], [1.00488, 6.00828, -0.60618], [-0.12350, 0.48079, 0.70010], [-2.21096, 0.61067, 4.11345], [-1.88046, -0.10339, 4.93690], [1.04232, -0.16658, -0.90494], [0.60557, -0.86482, -1.86589], [1.47272, -0.71091, -3.19825], [1.27054, -1.80183, -4.23132], [1.04319, 0.62159, -3.80665], [2.95099, -0.64023, -2.82065], [1.70141, -2.74684, -3.88180], [0.21650, -1.93208, -4.49584], [1.80420, -1.53550, -5.15646], [1.13931, 1.42779, -3.06504], [1.67578, 0.87475, -4.66775], [-0.00311, 0.59508, -4.13369], [3.51818, -0.31770, -3.69978], [3.08590, 0.08381, -2.01048], [3.32584, -1.61551, -2.47668], [4.26751, 1.48892, 3.02388], [3.55740, 0.23755, 3.27571], [3.96995, -0.61736, 4.38323], [2.45214, -0.05580, 2.60777], [1.93114, 0.75151, 1.77914], [5.18971, 1.44845, 3.60745], [3.67048, 2.35627, 3.33910], [4.50392, 1.58682, 1.95714], [3.24053, -0.57434, 5.20876], [4.03471, -1.66147, 4.04437], [4.94526, -0.27173, 4.73691], [2.02786, -1.05250, 2.82093]]
}


Record 2
{
  "formula": "C32H59N4OP2STi",
  "method": "ωB97M-V/def2-TZVPD",
  "lumo_energy_ev": [-2.4, -2.6],
  "homo_lumo_gap_ha": [0.221, 0.215],
  "mol_weight_g_mol": 657.7,
  "multiplicity": 3,
  "relative_energy_ev": 0.000,
  "homo_energy_ev": [-8.37, -8.40],
  "s2": 2.02,
  "charge": 1,
  "elements": ["C", "C", "C", "C", "C", "H", "H", "H", "N", "P", "P", "C", "H", "H", "C", "O", "C", "H", "C", "C", "C", "C", "C", "H", "H", "H", "C", "H", "H", "H", "C", "H", "H", "H", "C", "H", "H", "H", "C", "H", "H", "H", "C", "H", "H", "H", "C", "H", "H", "H", "C", "H", "H", "H", "C", "H", "H", "H", "C", "H", "H", "H", "C", "H", "H", "H", "C", "H", "H", "H", "Ti", "N", "C", "C", "C", "C", "C", "H", "H", "H", "H", "H", "H", "H", "H", "H", "C", "N", "C", "S", "N", "C", "H", "H", "H", "H", "H", "H", "H", "H"],
  "coordinates": [[2.15976, 1.95581, -0.92116], [0.53573, 1.53871, -2.61906], [2.86126, 2.82948, -1.73949], [1.16969, 2.51848, -3.42627], [2.32650, 3.13202, -2.98744], [3.78605, 3.27267, -1.35510], [0.72268, 2.72428, -4.40277], [2.81702, 3.87445, -3.61673], [1.04059, 1.32124, -1.34188], [1.27691, 1.35699, 1.71878], [-1.07028, -0.71720, -2.19086], [2.65068, 1.63795, 0.50005], [3.32162, 0.75381, 0.46759], [3.26316, 2.47434, 0.87767], [-1.56344, -0.87393, 0.96138], [-2.18550, -1.79984, 1.45422], [-0.55736, 0.75101, -3.05955], [-1.01767, 1.03740, -4.00923], [-0.12498, -2.15812, -3.04024], [-2.93179, -0.90964, -2.54703], [1.95771, 0.42736, 3.23059], [0.73008, 3.11695, 2.11860], [-0.19159, -3.37555, -2.10183], [-1.20920, -3.77426, -2.01009], [0.44610, -4.17790, -2.50393], [0.17553, -3.12870, -1.09765], [-0.71156, -2.48879, -4.41844], [-1.71861, -2.91737, -4.35780], [-0.72124, -1.60542, -5.07110], [-0.07039, -3.24398, -4.90188], [1.34360, -1.74298, -3.24206], [1.90106, -2.60634, -3.64640], [1.43207, -0.91453, -3.96141], [1.83291, -1.45108, -2.30137], [-3.38924, -2.31358, -2.11460], [-3.06715, -2.53826, -1.08957], [-4.48853, -2.36034, -2.11586], [-3.04662, -3.12256, -2.76813], [-3.70493, 0.09406, -1.68339], [-3.64296, -0.13560, -0.61180], [-3.35190, 1.12038, -1.82078], [-4.76533, 0.05183, -1.97091], [-3.29521, -0.59359, -4.00817], [-2.83242, -1.25361, -4.74600], [-4.38624, -0.68855, -4.13104], [-3.03201, 0.43963, -4.25902], [-0.48209, 3.09730, 3.06875], [-0.74799, 4.13462, 3.32131], [-1.36318, 2.65247, 2.57625], [-0.28784, 2.53909, 3.98982], [0.31673, 3.82802, 0.81172], [1.18390, 4.09790, 0.19245], [-0.38052, 3.24849, 0.19025], [-0.19954, 4.75929, 1.08983], [1.85614, 3.92905, 2.78194], [1.56299, 4.98900, 2.73401], [1.96270, 3.68280, 3.84388], [2.83376, 3.82563, 2.29315], [3.29289, -0.22115, 2.83810], [4.07175, 0.52468, 2.62428], [3.64620, -0.84931, 3.67210], [3.18442, -0.87738, 1.96608], [0.95073, -0.68898, 3.57354], [0.86063, -1.42005, 2.75887], [1.31431, -1.22147, 4.46607], [-0.04945, -0.29608, 3.80245], [2.18453, 1.29957, 4.47362], [2.97176, 2.04682, 4.31376], [1.26823, 1.78696, 4.82752], [2.53060, 0.63851, 5.28393], [0.00130, -0.00020, -0.01820], [1.43883, -1.46585, 0.32059], [2.31572, -2.21696, 0.07915], [3.35311, -3.33348, 0.11047], [3.86754, -3.52805, -1.32015], [4.51599, -2.92633, 1.02251], [2.68595, -4.60604, 0.64037], [3.06594, -3.86461, -1.99138], [4.28548, -2.59093, -1.71298], [4.66310, -4.28006, -1.35843], [4.20658, -2.85999, 2.07518], [5.31495, -3.67662, 0.97193], [4.95367, -1.96565, 0.71323], [3.40521, -5.43232, 0.68080], [2.30327, -4.46187, 1.66109], [1.85672, -4.92877, -0.00384], [-5.30336, 0.65685, 3.02593], [-4.27784, 0.30315, 2.03774], [-3.54763, 1.20948, 1.37775], [-1.77967, 0.93591, 1.22066], [-4.01120, 2.38728, 0.93643], [-5.40781, 2.68988, 0.65042], [-5.44027, 1.74365, 3.06653], [-4.99657, 0.29092, 4.01424], [-6.23675, 0.15119, 2.75731], [-3.81336, -0.59126, 2.22128], [-3.30656, 2.94188, 0.45454], [-5.53044, 2.96928, -0.39993], [-6.04985, 1.84190, 0.89570], [-5.68832, 3.56470, 1.23857]]
}